A molecular structure, C17H20N2O3S2. Source: OMol25; level of theory: the ωB97M-V functional and the def2-TZVPD basis.

Properties
Highest occupied orbital energy: -0.288 Ha
HOMO-LUMO gap: 7.908 eV
Lowest unoccupied orbital energy: 0.1 eV
Energy above the lowest of the compared OMol25 structures with the same formula, charge and spin: 15.530 eV
E_tot: -48731.957 eV

Structure (ORCA input):
```
! wB97M-V def2-TZVPD RIJCOSX def2/J DEFGRID3
* xyz 0 1
O 0.800 -0.281 2.714
C 0.122 -0.525 1.656
N -1.229 -0.508 1.507
C -2.087 -0.701 0.671
N -3.352 -0.285 0.995
C -4.007 -0.822 -0.085
C -3.314 -1.471 -1.074
S -1.700 -1.347 -0.956
C -4.008 -1.720 -2.546
C -5.497 -1.203 -2.566
C -6.097 -1.425 -1.459
C -5.425 -0.465 -0.275
H -6.001 -0.693 0.951
H -5.707 0.443 -0.406
H -7.250 -0.935 -1.406
H -6.113 -2.537 -0.934
H -6.056 -1.720 -3.250
H -5.328 -0.207 -2.757
H -3.534 -1.510 -3.506
H -4.051 -3.027 -2.522
H -1.481 0.034 2.443
C 1.227 -1.108 0.426
C 1.256 0.037 -0.695
H 0.475 -0.015 -1.281
H 2.127 0.198 -1.387
S 1.169 1.791 0.064
O 1.491 2.723 -0.822
O -0.011 2.003 0.619
C 2.706 1.817 1.385
C 3.767 1.102 0.825
C 4.406 1.620 -0.520
C 5.477 1.027 -0.924
C 5.935 -0.269 -0.316
C 5.346 -0.611 1.017
C 4.298 0.052 1.489
H 3.821 -0.375 2.147
H 5.670 -1.381 1.355
H 6.846 -1.037 -0.644
H 5.970 1.211 -1.874
H 4.173 2.379 -0.988
H 2.173 1.316 2.335
H 2.985 2.755 1.429
H 0.693 -1.855 0.095
H 2.077 -1.229 0.990
*
```

=====

A single C17H20N2O3S2 molecule. Source: OMol25; level of theory: the ωB97M-V functional and the def2-TZVPD basis.

Properties
Highest occupied orbital energy: -0.333 Ha
HOMO-LUMO gap: 9.244 eV
Lowest unoccupied orbital energy: 0.2 eV
Energy above the lowest of the compared OMol25 structures with the same formula, charge and spin: 0.489 eV
E_tot: -48746.998 eV

Structure (ORCA input):
```
! wB97M-V def2-TZVPD RIJCOSX def2/J DEFGRID3
* xyz 0 1
O 2.023 1.333 3.320
C 2.025 0.415 2.527
N 2.243 -0.873 2.892
C 2.379 -1.247 4.288
C 1.078 -1.704 4.862
C 0.108 -0.943 5.436
C -1.029 -1.691 5.818
C -0.910 -3.008 5.521
S 0.592 -3.368 4.767
C 1.807 0.625 1.061
C 1.000 1.694 0.677
C 0.773 1.950 -0.662
C 1.370 1.146 -1.614
S 1.022 1.462 -3.344
O 1.874 0.620 -4.136
O 1.025 2.876 -3.573
N -0.549 0.935 -3.402
C -0.777 -0.475 -3.592
C -2.049 -0.878 -2.847
C -3.223 -0.029 -3.334
C -2.897 1.455 -3.167
C -1.602 1.782 -3.907
C 2.194 0.098 -1.252
C 2.413 -0.167 0.090
H 2.066 -1.614 2.233
H 3.135 -2.033 4.369
H 2.716 -0.351 4.816
H 0.209 0.118 5.580
H -1.893 -1.263 6.294
H -1.610 -3.801 5.697
H 0.565 2.314 1.447
H 0.156 2.772 -0.988
H 0.095 -1.004 -3.207
H -0.878 -0.710 -4.662
H -1.900 -0.715 -1.778
H -2.250 -1.937 -3.012
H -4.125 -0.281 -2.774
H -3.409 -0.241 -4.389
H -2.771 1.682 -2.107
H -3.708 2.070 -3.559
H -1.289 2.814 -3.745
H -1.741 1.625 -4.987
H 2.662 -0.486 -2.029
H 3.081 -0.968 0.372
*
```

=====

A molecular structure, C17H20N4O2Tc. Source: OMol25; level of theory: the ωB97M-V functional and the def2-TZVPD basis.

Properties
Highest occupied orbital energy (alpha / beta): -0.872 / -0.874 Ha
Expectation value of S²: 3.78
HOMO-LUMO gap (alpha / beta): 8.530 / 5.724 eV
Lowest unoccupied orbital energy (alpha / beta): -15.2 / -18.1 eV
Energy above the lowest of the compared OMol25 structures with the same formula, charge and spin: 0.000 eV
E_tot: -30158.256 eV

Structure (ORCA input):
```
! wB97M-V def2-TZVPD RIJCOSX def2/J DEFGRID3
* xyz 4 4
N 1.683 -2.217 0.420
C 2.108 -3.282 0.607
C 2.605 -4.582 1.031
H 3.131 -4.478 1.988
H 3.295 -4.998 0.283
H 1.768 -5.270 1.168
N -0.709 0.591 -2.631
C -1.140 0.775 -3.691
C -1.956 0.922 -4.894
H -1.462 0.489 -5.770
H -2.183 1.975 -5.079
H -2.898 0.398 -4.725
N 0.662 2.209 1.640
C 0.641 3.076 2.392
C 0.615 4.067 3.468
H -0.401 4.446 3.603
H 1.286 4.906 3.235
H 0.940 3.594 4.401
Tc 0.435 0.129 -0.213
C -1.117 1.205 -0.018
O -2.084 1.780 0.233
C -0.524 -1.404 -0.778
O -1.144 -2.366 -0.958
C 2.683 -0.460 -1.504
C 3.049 0.020 -0.237
C 2.742 1.341 0.130
C 2.070 2.180 -0.770
C 1.699 1.695 -2.021
C 2.003 0.374 -2.387
H 2.937 -1.465 -1.828
H 3.543 -0.618 0.488
H 3.009 1.680 1.125
H 1.848 3.215 -0.528
H 1.257 2.383 -2.733
H 1.799 0.016 -3.390
C -2.800 -2.117 3.384
C -1.448 -1.398 3.566
C -0.754 -0.909 2.383
N 0.055 -0.487 1.654
H -3.506 -1.425 2.903
H -3.211 -2.437 4.357
H -2.656 -3.001 2.745
H -1.603 -0.547 4.238
H -0.768 -2.081 4.088
*
```

=====

A single C17H20N6O5S molecule. Source: OMol25; level of theory: the ωB97M-V functional and the def2-TZVPD basis.

Properties
Highest occupied orbital energy: -0.321 Ha
HOMO-LUMO gap: 9.087 eV
Lowest unoccupied orbital energy: 0.3 eV
Energy above the lowest of the compared OMol25 structures with the same formula, charge and spin: 0.041 eV
E_tot: -47966.521 eV

Structure (ORCA input):
```
! wB97M-V def2-TZVPD RIJCOSX def2/J DEFGRID3
* xyz 0 1
C -5.880 -2.815 -0.177
O -5.055 -1.850 0.464
C -3.900 -1.576 -0.136
O -3.512 -2.111 -1.141
C -3.129 -0.513 0.622
C -2.542 0.483 -0.401
C -3.683 1.428 -0.799
O -4.635 1.018 -1.427
N -3.609 2.701 -0.366
C -2.493 3.313 0.320
C -1.695 2.233 1.041
N -1.383 1.185 0.091
C -0.104 1.034 -0.311
O 0.793 1.747 0.104
C 0.228 -0.110 -1.252
S 0.000 -1.713 -0.387
C 0.443 -1.164 1.212
N -0.384 -1.092 2.231
N 0.300 -0.559 3.229
N 1.490 -0.295 2.883
N 1.647 -0.669 1.613
C 2.850 -0.485 0.920
C 3.635 0.621 1.234
C 4.820 0.822 0.569
C 5.247 -0.075 -0.417
O 6.429 0.220 -1.010
C 6.927 -0.645 -2.004
C 4.459 -1.183 -0.716
C 3.265 -1.388 -0.047
H -6.748 -2.948 0.464
H -6.180 -2.449 -1.161
H -5.340 -3.756 -0.298
H -3.801 -0.030 1.331
H -2.319 -0.994 1.178
H -2.290 -0.100 -1.291
H -4.368 3.301 -0.658
H -2.871 4.046 1.036
H -1.842 3.830 -0.398
H -0.759 2.637 1.427
H -2.275 1.803 1.862
H -0.405 -0.154 -2.135
H 1.274 -0.013 -1.548
H 3.293 1.310 1.990
H 5.443 1.674 0.789
H 7.106 -1.650 -1.609
H 6.249 -0.704 -2.861
H 7.872 -0.210 -2.323
H 4.762 -1.899 -1.462
H 2.669 -2.258 -0.277
*
```

=====

A single C17H21BO4 molecule. Source: OMol25; level of theory: the ωB97M-V functional and the def2-TZVPD basis.

Properties
Highest occupied orbital energy: -0.199 Ha
HOMO-LUMO gap: 3.648 eV
Lowest unoccupied orbital energy: -1.8 eV
Energy above the lowest of the compared OMol25 structures with the same formula, charge and spin: 3.634 eV
E_tot: -26828.783 eV

Structure (ORCA input):
```
! wB97M-V def2-TZVPD RIJCOSX def2/J DEFGRID3
* xyz 0 1
C -3.843 2.346 -1.862
C -2.854 1.275 -1.457
C -3.093 -0.033 -1.325
C -1.885 -0.631 -0.819
C -0.956 0.491 -0.413
B -0.270 -3.766 2.148
O -1.146 -2.702 2.632
C -0.522 -1.534 2.177
C 0.712 -1.879 1.318
C 1.297 -0.595 0.773
C 0.401 -2.868 0.192
O -0.288 -4.091 0.781
C 1.701 -2.645 2.307
O 0.976 -3.855 2.828
O -1.563 1.622 -1.024
H -4.886 2.033 -1.656
H -3.738 3.282 -1.300
H -3.885 2.443 -2.957
H -4.176 -0.395 -1.493
H -1.952 -1.687 -0.588
H -1.193 -0.932 1.560
H -0.219 -0.887 3.014
H 2.199 -0.858 0.179
H -1.044 0.374 0.655
H 1.752 -0.082 1.652
H -0.195 -2.391 -0.586
H 1.298 -3.273 -0.282
H 2.682 -2.982 1.892
H 1.995 -2.039 3.198
C 0.424 0.537 -0.186
C 0.808 1.789 0.694
C 1.918 2.627 0.588
C 2.566 3.057 -0.599
C 2.123 2.690 -1.860
C 1.365 1.638 -2.240
C 1.223 0.421 -1.451
H 2.255 0.188 -1.202
H 0.242 1.869 1.658
H 2.372 3.075 1.513
H 3.333 3.845 -0.579
H 2.355 3.367 -2.659
H 0.926 1.583 -3.219
H 0.783 -0.425 -2.004
*
```

=====

2 unconnected molecules or ions with the total composition C17H21Br3O3. Source: OMol25; level of theory: the ωB97M-V functional and the def2-TZVPD basis.

Properties
Highest occupied orbital energy: -0.342 Ha
HOMO-LUMO gap: 7.742 eV
Lowest unoccupied orbital energy: -1.6 eV
E_tot: -234237.501 eV

Structure (ORCA input):
```
! wB97M-V def2-TZVPD RIJCOSX def2/J DEFGRID3
* xyz 0 1
C -0.144 -1.452 -0.785
C -0.494 -0.448 0.000
C -1.814 0.215 -0.077
C -2.794 0.061 0.815
Br -2.652 -1.056 2.304
C -4.071 0.851 0.724
O -4.754 1.062 1.696
C -4.460 1.340 -0.640
C -5.866 1.731 -0.848
Br -6.118 3.502 -1.452
C -6.875 0.909 -0.577
C -6.705 -0.496 -0.076
Br -8.669 1.432 -0.772
C -3.491 1.492 -1.544
O -3.694 1.910 -2.812
C -2.058 1.187 -1.190
O -1.155 1.727 -1.781
H -0.794 -1.849 -1.556
H 0.828 -1.912 -0.666
H 0.198 -0.073 0.747
H -6.758 -0.512 1.015
H -5.747 -0.915 -0.390
H -7.500 -1.130 -0.460
H -3.744 2.873 -2.869
C 3.307 0.340 -1.374
C 4.591 -0.401 -1.020
C 4.370 -1.549 -0.035
C 3.789 -1.132 1.318
C 4.609 -0.088 2.073
C 6.019 -0.554 2.419
H 2.858 0.809 -0.497
H 3.488 1.128 -2.106
H 2.571 -0.346 -1.798
H 5.323 0.304 -0.617
H 5.037 -0.809 -1.931
H 5.316 -2.076 0.118
H 3.692 -2.279 -0.492
H 3.690 -2.025 1.943
H 2.773 -0.751 1.177
H 4.080 0.168 2.995
H 4.662 0.836 1.491
H 5.991 -1.462 3.025
H 6.558 0.208 2.984
H 6.604 -0.770 1.523
*
```